A structure of composition C35H26N5O6PRu, computed with the ωB97M-V functional and the def2-TZVPD basis.

Calculated values
HOMO energy (spin up / spin down), eV: -4.00 / -5.28
Relative energy (zero: lowest compared OMol25 entry of this formula, charge and spin), kJ/mol: 43.1
DFT total energy, hartree: -2510.82531
Charge: -1
Spin multiplicity: 6
⟨S²⟩: 8.806
LUMO energy (spin up / spin down), eV: 1.812 / 0.586
F_max, eV/Å: 0.411

XYZ file:
```
74
C35H26N5O6PRu | the OMol25 dataset | the ωB97M-V functional and the def2-TZVPD basis
Ru -0.153 -0.065 1.350
O 1.178 -3.215 3.102
C 1.347 -2.199 2.472
O 0.581 -1.870 1.440
C 2.469 -1.221 2.795
C 2.980 -0.410 1.599
C 4.334 0.212 1.935
C 3.928 1.356 2.902
C 2.413 1.171 2.972
O 2.111 0.764 1.618
C 2.063 -0.080 3.796
C 0.615 -0.046 4.284
O 0.387 0.093 5.468
O -0.332 -0.151 3.385
H 3.267 -1.823 3.228
H 2.907 -0.897 0.633
H 4.809 0.594 1.034
H 5.005 -0.516 2.388
H 4.170 2.332 2.481
H 4.392 1.281 3.885
H 1.833 2.057 3.220
H 2.674 -0.124 4.695
O -1.453 2.252 2.586
C -1.134 2.090 1.429
C -1.341 2.757 0.216
C -1.927 4.066 0.225
C -1.969 4.801 -0.927
C -1.449 4.304 -2.139
C -0.915 3.023 -2.167
C -0.883 2.237 -1.026
P -0.323 0.537 -1.000
C 1.046 0.520 -2.175
C 0.956 -0.075 -3.423
C 2.068 -0.096 -4.255
C 3.266 0.459 -3.837
C 3.348 1.071 -2.591
C 2.241 1.107 -1.763
C -1.664 -0.470 -1.709
C -2.784 0.107 -2.298
C -3.844 -0.693 -2.707
C -3.780 -2.068 -2.535
C -2.654 -2.646 -1.959
C -1.597 -1.854 -1.540
H -2.307 4.464 1.157
H -2.406 5.792 -0.903
H -1.474 4.906 -3.036
H -0.520 2.622 -3.094
H 0.038 -0.558 -3.732
H 2.011 -0.589 -5.218
H 4.147 0.379 -4.458
H 4.290 1.487 -2.255
H 2.313 1.552 -0.776
H -2.842 1.183 -2.415
H -4.723 -0.238 -3.145
H -4.611 -2.689 -2.846
H -2.599 -3.720 -1.830
H -0.708 -2.298 -1.101
N -6.742 -0.208 -0.290
C -5.815 -0.651 0.225
C -4.662 -1.224 0.866
C -4.703 -2.514 1.382
C -3.566 -3.024 1.979
C -2.425 -2.236 2.024
N -2.391 -1.003 1.514
C -3.482 -0.496 0.957
H -5.611 -3.098 1.311
H -3.550 -4.019 2.398
H -1.502 -2.591 2.466
H -3.410 0.511 0.563
N 1.623 -2.258 -1.299
C 2.789 -2.279 -1.308
N 4.085 -2.275 -1.149
C 4.889 -1.946 -2.134
N 5.678 -1.656 -2.939
```



A structure of composition C35H27BrCuN2O4Te at a distorted geometry, computed with the ωB97M-V functional and the def2-TZVPD basis.

Calculated values
HOMO energy, eV: -4.10
Relative energy (zero: lowest compared OMol25 entry of this formula, charge and spin), kJ/mol: 34.0
DFT total energy, hartree: -6243.01225
Charge: -1
LUMO energy, eV: 2.108
F_max, eV/Å: 1.178

XYZ file:
```
71
C35H27BrCuN2O4Te | the OMol25 dataset | the ωB97M-V functional and the def2-TZVPD basis
Cu -0.229 -2.510 0.114
C -1.227 3.354 -3.505
C -0.724 2.154 -2.754
C 0.531 1.613 -3.003
C 1.004 0.522 -2.299
C 2.296 -0.093 -2.641
O 2.506 -1.291 -2.585
C 3.405 0.801 -3.112
C 3.517 2.147 -2.783
C 4.587 2.891 -3.248
C 5.566 2.299 -4.032
C 5.476 0.952 -4.343
C 4.406 0.211 -3.884
C 0.219 -0.094 -1.254
O 0.750 -1.003 -0.550
C -1.104 0.446 -1.046
C -1.518 1.545 -1.801
C -2.050 -0.150 -0.127
N -1.786 -1.233 0.523
C -2.708 -1.854 1.442
C -2.545 -1.264 2.833
Te -0.603 -0.966 3.885
C 0.415 0.231 2.480
C 1.610 -0.174 1.916
C 2.295 0.686 1.077
C 1.789 1.945 0.806
C 0.593 2.347 1.377
C -0.086 1.495 2.229
C -3.323 0.591 0.119
C -4.588 0.088 -0.171
C -5.723 0.776 0.229
C -5.613 1.975 0.913
C -4.359 2.500 1.179
C -3.228 1.816 0.781
H -0.484 3.704 -4.218
H -1.452 4.167 -2.814
H -2.142 3.119 -4.049
H 1.134 2.034 -3.799
H 2.773 2.612 -2.155
H 4.668 3.939 -2.995
H 6.401 2.884 -4.392
H 6.246 0.478 -4.939
H 4.321 -0.844 -4.104
H -2.518 1.932 -1.652
H -2.463 -2.919 1.457
H -3.759 -1.742 1.134
H -3.128 -1.862 3.543
H -2.984 -0.256 2.837
H 2.028 -1.145 2.137
H 3.216 0.355 0.621
H 2.328 2.621 0.160
H 0.184 3.324 1.160
H -0.993 1.820 2.725
H -4.686 -0.832 -0.731
H -6.701 0.375 -0.002
H -6.501 2.502 1.233
H -4.259 3.446 1.695
H -2.248 2.229 0.966
Br 1.582 -0.315 5.425
C 0.352 -2.808 3.423
C 1.239 -3.420 4.290
C 1.748 -4.662 3.938
C 1.290 -5.255 2.774
C 0.400 -4.559 1.969
N -0.048 -3.341 2.279
C -0.113 -5.192 0.671
O -0.183 -6.415 0.649
O -0.419 -4.387 -0.252
H 1.547 -2.947 5.208
H 2.471 -5.151 4.578
H 1.603 -6.240 2.463
```



A structure of composition C35H27Cl2F2InN7O2Si at a distorted geometry, computed with the ωB97M-V functional and the def2-TZVPD basis.

Calculated values
HOMO energy, eV: -4.83
Relative energy (zero: lowest compared OMol25 entry of this formula, charge and spin), kJ/mol: 94.6
DFT total energy, hartree: -3483.55791
Charge: -1
LUMO energy, eV: 1.408
F_max, eV/Å: 2.604

XYZ file:
```
77
C35H27Cl2F2InN7O2Si | the OMol25 dataset | the ωB97M-V functional and the def2-TZVPD basis
In -0.428 0.377 0.388
C -3.279 -2.820 -1.593
Si -2.423 -1.161 -1.825
C -2.495 -0.739 -3.699
C -3.532 0.065 -0.894
N -0.728 -1.021 -1.229
C 0.316 -1.725 -1.835
C 0.040 -2.875 -2.644
C 0.996 -3.631 -3.284
C 2.326 -3.261 -3.128
C 2.676 -2.171 -2.355
C 1.683 -1.302 -1.870
O 2.064 -0.130 -1.303
C 3.338 0.351 -1.572
C 3.567 1.229 -2.647
C 4.860 1.537 -3.003
C 5.928 1.086 -2.258
C 5.703 0.305 -1.133
C 4.418 -0.025 -0.786
H -3.002 -3.671 -2.204
H -4.366 -2.704 -1.718
H -3.080 -3.167 -0.537
H -2.843 -1.547 -4.296
H -1.479 -0.466 -4.015
H -3.120 0.141 -3.794
H -4.483 0.038 -1.430
H -3.223 1.130 -0.952
H -3.670 -0.208 0.173
H -1.009 -3.181 -2.506
H 0.739 -4.528 -3.858
H 3.115 -3.821 -3.611
H 3.718 -1.891 -2.289
H 2.787 1.471 -3.348
H 4.978 2.201 -3.836
H 6.914 1.489 -2.483
H 6.545 0.007 -0.490
H 4.303 -0.699 0.071
Cl -2.971 3.689 3.482
C -2.960 1.981 3.613
C -3.626 1.322 4.665
C -3.585 -0.049 4.896
Cl -4.344 -0.675 6.338
C -2.900 -0.878 4.033
C -2.746 -2.287 4.208
C -2.079 -3.038 3.246
C -1.495 -2.324 2.153
N -1.662 -1.026 1.915
C -2.282 -0.244 2.882
C -2.290 1.165 2.639
O -1.759 1.698 1.538
H -4.181 1.922 5.354
H -3.163 -2.741 5.111
H -1.968 -4.121 3.268
H -0.882 -2.895 1.412
N 1.246 -1.263 2.326
C 1.845 -1.169 3.316
C 2.477 -1.257 4.524
C 3.211 -0.249 5.154
N 3.742 0.608 5.724
C 2.413 -2.469 5.215
N 2.266 -3.483 5.773
N -1.806 6.707 -0.081
C -1.413 5.726 -0.564
C -0.886 4.573 -1.183
C -0.145 4.626 -2.401
C 0.292 3.435 -2.950
C -0.066 2.232 -2.281
N -0.690 2.189 -1.133
C -1.188 3.359 -0.638
H -0.064 5.596 -2.915
H 0.903 3.377 -3.834
H 0.172 1.293 -2.767
H -1.846 3.421 0.259
F 1.004 2.058 2.389
C 1.381 1.417 1.205
F 2.037 2.398 0.464
H 2.155 0.692 1.435
```



Look up the relative energy (zero: lowest compared OMol25 entry of this formula, charge and spin) of the first one. 43.1 kJ/mol



Which value of DFT total energy does entry 2 give? -6243.01225 hartree



What did the third record say?
A structure of composition C35H27Cl2F2InN7O2Si at a distorted geometry, computed with the ωB97M-V functional and the def2-TZVPD basis.

Calculated values
HOMO energy, eV: -4.83
Relative energy (zero: lowest compared OMol25 entry of this formula, charge and spin), kJ/mol: 94.6
DFT total energy, hartree: -3483.55791
Charge: -1
LUMO energy, eV: 1.408
F_max, eV/Å: 2.604

XYZ file:
```
77
C35H27Cl2F2InN7O2Si | the OMol25 dataset | the ωB97M-V functional and the def2-TZVPD basis
In -0.428 0.377 0.388
C -3.279 -2.820 -1.593
Si -2.423 -1.161 -1.825
C -2.495 -0.739 -3.699
C -3.532 0.065 -0.894
N -0.728 -1.021 -1.229
C 0.316 -1.725 -1.835
C 0.040 -2.875 -2.644
C 0.996 -3.631 -3.284
C 2.326 -3.261 -3.128
C 2.676 -2.171 -2.355
C 1.683 -1.302 -1.870
O 2.064 -0.130 -1.303
C 3.338 0.351 -1.572
C 3.567 1.229 -2.647
C 4.860 1.537 -3.003
C 5.928 1.086 -2.258
C 5.703 0.305 -1.133
C 4.418 -0.025 -0.786
H -3.002 -3.671 -2.204
H -4.366 -2.704 -1.718
H -3.080 -3.167 -0.537
H -2.843 -1.547 -4.296
H -1.479 -0.466 -4.015
H -3.120 0.141 -3.794
H -4.483 0.038 -1.430
H -3.223 1.130 -0.952
H -3.670 -0.208 0.173
H -1.009 -3.181 -2.506
H 0.739 -4.528 -3.858
H 3.115 -3.821 -3.611
H 3.718 -1.891 -2.289
H 2.787 1.471 -3.348
H 4.978 2.201 -3.836
H 6.914 1.489 -2.483
H 6.545 0.007 -0.490
H 4.303 -0.699 0.071
Cl -2.971 3.689 3.482
C -2.960 1.981 3.613
C -3.626 1.322 4.665
C -3.585 -0.049 4.896
Cl -4.344 -0.675 6.338
C -2.900 -0.878 4.033
C -2.746 -2.287 4.208
C -2.079 -3.038 3.246
C -1.495 -2.324 2.153
N -1.662 -1.026 1.915
C -2.282 -0.244 2.882
C -2.290 1.165 2.639
O -1.759 1.698 1.538
H -4.181 1.922 5.354
H -3.163 -2.741 5.111
H -1.968 -4.121 3.268
H -0.882 -2.895 1.412
N 1.246 -1.263 2.326
C 1.845 -1.169 3.316
C 2.477 -1.257 4.524
C 3.211 -0.249 5.154
N 3.742 0.608 5.724
C 2.413 -2.469 5.215
N 2.266 -3.483 5.773
N -1.806 6.707 -0.081
C -1.413 5.726 -0.564
C -0.886 4.573 -1.183
C -0.145 4.626 -2.401
C 0.292 3.435 -2.950
C -0.066 2.232 -2.281
N -0.690 2.189 -1.133
C -1.188 3.359 -0.638
H -0.064 5.596 -2.915
H 0.903 3.377 -3.834
H 0.172 1.293 -2.767
H -1.846 3.421 0.259
F 1.004 2.058 2.389
C 1.381 1.417 1.205
F 2.037 2.398 0.464
H 2.155 0.692 1.435
```